[1]
The following is a DFT calculation (ωB97M-V with the def2-TZVPD basis set) of a structure of composition C46H95AsBrN2O31S3 at a distorted geometry.

CARTESIAN COORDINATES (ANGSTROEM)
Br: -5.40500 8.87777 -7.23034
As: -2.16172 5.82902 -3.38992
S: 4.76112 5.99511 -6.40341
S: -5.36720 2.29809 -6.84060
S: 2.02865 4.85660 -7.18291
O: -8.44753 -4.14478 2.21581
O: 3.24011 -1.56897 5.67238
O: -6.91735 -5.82408 2.55850
O: -2.66437 -2.79924 4.74506
O: -2.57800 0.94590 -0.55702
O: 6.45481 -9.80676 3.06272
O: -1.18813 -0.73379 0.16811
O: 6.76965 3.02421 4.37590
O: 2.18132 -3.36691 4.71043
O: -0.33843 1.26562 -0.15623
O: 5.70087 1.52916 5.57897
O: 7.11743 -5.13797 3.14814
O: 3.70536 -3.58275 6.41608
O: -6.77394 -3.60901 -5.27836
O: -5.29768 -2.38575 -6.35035
O: 4.58410 -9.98322 1.74050
O: -8.94154 -6.36620 1.89998
O: 7.85477 1.07394 4.92171
O: 9.21683 -5.82557 3.77954
O: -0.86106 10.80940 3.90355
O: -1.42585 -4.00093 6.26195
O: 6.27195 -11.54191 1.72830
O: -7.40900 -1.53544 -6.03696
O: -1.88257 10.08892 1.97587
O: -3.48996 -3.12068 6.75502
O: 8.13894 -4.41749 5.07582
O: -1.84753 -5.28411 1.49485
O: 0.96674 7.53111 -0.94534
O: 0.21683 9.40132 2.60728
O: -0.31735 -6.96341 1.83754
O: -2.34154 -7.50553 1.17903
N: -3.46572 7.00750 -2.70367
N: 4.00081 3.47677 -5.35450
C: -10.26439 -5.98816 1.52404
C: 0.27740 8.60165 1.42786
C: 3.51494 -4.99541 6.36784
C: -0.26736 4.53542 -5.50548
C: -2.01577 11.59754 4.18583
C: 9.27740 -6.62524 2.60013
C: -2.42505 -3.37103 5.95224
C: 2.96277 -2.88828 5.51749
C: 8.06162 -5.12802 3.92241
C: -8.13406 -5.32492 2.22390
C: -8.08761 -3.78619 -4.75198
C: 7.94006 3.44544 3.67813
C: -3.49070 7.92403 -5.21890
C: 0.64224 -5.97395 2.20404
C: -6.57813 -2.42007 -5.90228
C: -3.37658 -3.66685 8.06767
C: 0.85833 5.69929 -5.92888
C: -5.95776 -4.83461 2.92499
C: -0.93838 10.09887 2.75014
C: 6.87482 1.80170 4.95547
C: 5.54512 -12.27793 0.74636
C: -0.49551 2.63125 -0.53648
C: -1.61992 -2.98294 3.79136
C: 5.93410 -8.58616 3.58537
C: -2.30344 -1.62263 0.15366
C: 4.75642 1.09127 -5.78426
C: -0.71200 4.56485 -3.94896
C: -0.71894 7.12413 -2.81742
C: 5.66074 -10.40142 2.13680
C: -3.67074 4.52402 -3.77117
C: -1.53406 -6.46426 1.50294
C: -3.66439 -7.12750 0.80308
C: -2.31329 6.73250 -5.20942
C: 3.66064 4.68540 -6.22609
C: -0.14037 6.81136 -1.27961
C: -4.82661 2.54842 -5.06261
C: -3.46250 3.52150 -5.02668
C: 3.26972 3.69522 -4.04794
C: 3.55339 2.20546 -6.06317
C: 6.98423 -3.62935 5.35810
C: -4.94685 -1.18354 -7.03282
C: 5.66599 0.26462 6.23770
C: 2.52507 -0.71097 4.78540
C: -1.47992 0.53448 -0.21636
C: 3.42851 2.47242 -2.95923
C: -3.48670 8.48399 -6.79584
H: 0.47884 3.12008 -0.45081
H: 8.16778 2.75872 2.85644
H: 4.57692 -12.59944 1.14330
H: -4.22134 -8.03796 0.56536
H: 2.47585 -5.25291 6.59658
H: -3.98381 6.60149 -1.87036
H: 0.34303 3.51589 -5.64878
H: 0.83307 -5.29292 1.36836
H: -3.64572 -6.49266 -0.08867
H: -1.91752 -2.48524 2.86431
H: 1.24316 8.08892 1.41653
H: -5.65160 3.09532 -4.40275
H: -4.54236 1.52136 -4.53204
H: -10.24572 -5.35333 0.63229
H: 3.80700 -5.39110 5.38972
H: -1.14290 4.44881 -6.29642
H: -5.76693 -4.15358 2.08932
H: -3.15943 7.60504 -7.53255
H: -6.67241 1.71825 -6.88958
H: 2.82421 0.31919 4.99748
H: -3.09459 7.94418 -2.43851
H: 6.42491 0.21866 7.02542
H: -6.29201 -4.28126 3.80857
H: -0.68989 -2.52579 4.14439
H: 6.12616 -13.16904 0.49342
H: 0.20986 9.22829 0.53266
H: -2.70841 -1.71747 -0.85908
H: -2.17504 12.34387 3.40100
H: -2.89884 10.96084 4.30150
H: 2.13084 3.88946 -4.23210
H: -0.51402 7.84521 1.43317
H: -3.30052 -4.75811 8.02650
H: 3.49183 2.31969 -7.24252
H: -1.47366 -4.04699 3.57915
H: 4.63471 0.23200 -6.57028
H: 3.00890 2.72652 -1.88862
H: -5.03909 -0.32010 -6.36604
H: 1.57675 -6.48493 2.45159
H: -8.30546 -3.02690 -3.99412
H: 5.80281 -0.54922 5.51848
H: 3.71753 4.66545 -3.52386
H: -1.19610 3.14030 0.13331
H: 5.76587 1.68448 -5.86547
H: 7.15577 -3.10461 6.30196
H: 7.74365 4.43449 3.25516
H: -0.61604 6.00539 -0.56066
H: -2.57199 2.76518 -4.95911
H: -0.99428 8.25768 -2.90918
H: -4.63511 5.18949 -3.99860
H: -3.96049 3.87322 -2.81479
H: 0.26793 4.80302 -3.30904
H: 4.98136 -8.76012 4.09592
H: 8.78995 3.52660 4.36345
H: -8.83189 -3.75898 -5.55441
H: 4.65831 0.65358 -4.69525
H: -10.82134 -6.89863 1.28632
H: -2.51683 -3.23695 8.59169
H: 0.23138 6.96922 -3.52348
H: -10.77080 -5.48095 2.35146
H: -4.56723 7.50296 -5.04699
H: -3.07639 -1.28366 0.85096
H: -1.95519 -2.60704 0.47824
H: 0.30799 -5.42060 3.08761
H: 4.15697 -5.44906 7.12788
H: 5.41392 -11.68290 -0.16320
H: 4.60009 2.30776 -2.82361
H: -5.56558 -1.05217 -7.92640
H: 4.68206 0.15212 6.70125
H: 1.44627 -0.79715 4.95095
H: -4.17080 -6.62028 1.63050
H: -1.01798 3.46238 -3.60692
H: -3.42341 4.00806 -6.08986
H: 2.54533 1.81254 -5.59027
H: -3.20496 8.85239 -4.56805
H: 6.10116 -4.26605 5.47377
H: -2.08397 5.18293 -1.94942
H: 8.48598 -7.38168 2.60544
H: 2.91841 1.46562 -3.32185
H: -1.31315 7.32374 -5.36043
H: 0.37024 6.59234 -6.53444
H: -1.84423 12.12228 5.12969
H: -8.13108 -4.76962 -4.27593
H: 6.64980 -8.19878 4.31571
H: -3.90257 -1.26558 -7.34660
H: 1.51736 6.04372 -5.02403
H: 10.24316 -7.13797 2.58880
H: -5.02325 -5.34560 3.17254
H: -2.61355 6.02394 -6.08570
H: 5.81834 -7.84352 2.78934
H: 6.82496 -2.88302 4.57327
H: 9.20986 -5.99860 1.70493
H: 2.77744 -0.93537 3.74400
H: -0.82819 2.70653 -1.57667
H: -4.28250 -3.40592 8.62163
H: -2.74880 9.38322 -6.95468

Its molecular weight is 1423.276 g/mol. As for the total charge: -1. The HOMO energy comes out at -4.6 eV.



[2]
The following is a DFT calculation (ωB97M-V with the def2-TZVPD basis set) of a cluster of 13 separate species, C47H115N5O21 in total at a distorted geometry.

CARTESIAN COORDINATES (ANGSTROEM)
O: 16.30601 25.39006 -27.66015
O: 24.04913 27.27063 -22.88461
O: 13.92876 23.11102 -32.04603
O: 22.29720 22.44167 -27.63063
O: 13.05849 20.60693 -33.18913
O: 13.90972 27.52850 -24.68790
O: 25.39357 24.70253 -32.35023
O: 17.33788 22.94241 -30.21973
O: 22.29025 29.25350 -24.41613
O: 14.36453 32.82227 -33.02496
O: 18.67271 26.52756 -32.85163
O: 9.71960 27.61468 -28.70885
O: 20.68371 25.32730 -34.47630
O: 17.88879 27.99190 -28.44165
O: 19.58996 33.78689 -30.27283
O: 16.10750 30.93595 -31.59834
O: 11.90744 28.94003 -30.38048
O: 22.95900 25.84328 -30.81439
O: 16.70505 23.03298 -23.08848
O: 11.07895 26.20233 -25.31468
O: 11.93335 21.93571 -25.15515
N: 11.83649 21.80790 -27.42763
N: 23.24699 24.45090 -28.25790
N: 14.53515 22.42183 -23.55326
N: 19.25947 22.55721 -29.10984
N: 21.31065 34.51281 -29.01539
C: 12.60202 21.68199 -34.04366
C: 12.76527 27.49195 -23.91744
C: 16.60146 30.09588 -30.53370
C: 13.06537 29.23757 -31.10180
C: 23.02010 23.13014 -28.39542
C: 15.85817 22.53772 -23.84403
C: 15.21708 25.16312 -26.80596
C: 21.28854 29.99292 -25.13383
C: 25.71080 23.63013 -33.19718
C: 21.57525 24.38912 -35.06829
C: 13.23212 20.89464 -31.75658
C: 21.74050 28.24453 -23.50907
C: 21.89812 35.44035 -29.99595
C: 13.94638 22.61920 -22.27213
C: 10.48815 20.32450 -26.04346
C: 16.27700 22.03870 -25.19403
C: 24.69183 27.76972 -24.06808
C: 12.17571 28.11268 -29.15295
C: 19.81500 32.86373 -28.06753
C: 22.85291 27.87772 -22.46287
C: 9.23398 28.02726 -30.02500
C: 23.37342 22.51055 -29.76746
C: 15.57353 33.24995 -32.41941
C: 19.35809 27.72137 -33.19272
C: 20.20697 33.73764 -29.25491
C: 18.97270 23.23767 -27.85939
C: 16.03256 32.34987 -31.25043
C: 22.68469 25.26585 -27.22848
C: 13.05646 33.25105 -32.44178
C: 19.19722 28.43287 -28.71783
C: 17.33484 26.93192 -29.20253
C: 10.93726 28.08287 -28.28490
C: 14.95814 28.43918 -24.25259
C: 12.03337 26.13180 -24.23809
C: 12.87490 22.77959 -27.73062
C: 23.66960 26.56924 -31.86731
C: 18.27380 25.60802 -33.87913
C: 24.34785 25.59022 -32.85019
C: 16.00157 26.35912 -28.62606
C: 21.56725 25.76162 -30.95004
C: 19.42885 24.63449 -34.21491
C: 18.51916 22.49095 -30.19148
C: 19.05656 21.66170 -31.34661
C: 14.45620 21.85869 -31.60536
C: 10.21348 25.02440 -25.46820
C: 14.71998 24.26504 -31.66728
C: 11.44395 21.45210 -26.15649
H: 23.53474 24.91692 -33.12151
H: 8.22086 27.67439 -30.21781
H: 24.85166 23.17773 -33.69249
H: 11.57994 21.10455 -28.10555
H: 17.60923 30.27677 -30.15985
H: 9.80024 27.48552 -30.78261
H: 21.60988 30.49056 -26.04881
H: 23.03441 27.31835 -32.34001
H: 12.44560 27.10853 -29.47997
H: 12.13629 28.33534 -24.20233
H: 10.69650 24.23503 -26.04411
H: 24.32191 22.77953 -30.23234
H: 19.57906 23.86641 -33.45622
H: 15.50719 27.21013 -28.15758
H: 20.61256 29.30601 -25.64307
H: 22.51716 24.92354 -35.19198
H: 15.63743 28.55535 -25.09707
H: 16.90877 21.17592 -24.98293
H: 23.08513 28.71961 -21.81065
H: 21.27320 35.80394 -30.81166
H: 21.10735 26.74474 -30.84963
H: 14.57052 21.82945 -30.52177
H: 24.18546 27.57095 -25.01264
H: 19.03151 22.19127 -32.29899
H: 26.19407 22.77240 -32.72936
H: 14.53602 29.43969 -24.15824
H: 16.45728 29.07950 -30.90016
H: 15.74566 24.41436 -32.00461
H: 16.36656 33.55607 -33.10168
H: 12.95281 33.14229 -31.36219
H: 16.89123 32.85634 -30.80967
H: 22.70071 24.72118 -26.28445
H: 21.69769 23.49144 -34.46225
H: 12.67954 23.05673 -28.76654
H: 21.65993 25.60462 -27.38079
H: 20.50174 32.86821 -27.22108
H: 20.15727 22.09459 -29.10314
H: 15.44787 21.82820 -25.86957
H: 13.31663 19.90287 -31.31235
H: 12.25042 21.26153 -34.98584
H: 19.37875 22.60411 -27.07084
H: 9.39025 25.42436 -26.06017
H: 19.13200 24.13716 -35.13829
H: 13.04446 27.63190 -22.87315
H: 9.79390 20.62710 -25.25953
H: 13.32192 21.73618 -22.13645
H: 12.91789 23.62894 -27.04883
H: 13.49405 28.34033 -31.54824
H: 13.79228 29.75412 -30.47501
H: 20.81498 28.60568 -23.06063
H: 12.32121 21.22554 -31.25774
H: 12.65728 25.30700 -24.58239
H: 13.00277 28.61305 -28.64930
H: 12.80893 34.29139 -32.65276
H: 22.26336 36.38567 -29.59462
H: 9.47446 29.07316 -30.21570
H: 11.12134 19.50363 -25.70681
H: 23.59498 21.48377 -29.47635
H: 17.93623 23.56684 -27.78547
H: 26.41945 23.96343 -33.95535
H: 12.24590 32.78218 -32.99969
H: 18.96353 28.28535 -34.03791
H: 12.84617 29.91305 -31.92870
H: 15.33192 24.22214 -26.26794
H: 20.72629 30.70647 -24.53149
H: 23.21550 26.19654 -27.02802
H: 9.80721 24.74553 -24.49595
H: 15.89228 30.30472 -29.73273
H: 15.41248 25.99605 -29.46822
H: 11.04379 27.30320 -27.53067
H: 19.57450 29.20575 -28.04821
H: 21.40660 27.38623 -24.09213
H: 13.82923 22.09657 -24.19823
H: 10.81216 29.08547 -27.87595
H: 18.42233 20.82118 -31.62835
H: 21.19877 25.19633 -30.09402
H: 17.41883 25.03311 -33.52331
H: 19.83399 27.55714 -28.59240
H: 20.42543 27.50426 -33.23466
H: 15.39524 21.52725 -32.04860
H: 24.60037 26.07116 -33.79521
H: 15.18989 25.89355 -25.99736
H: 19.17409 28.44889 -32.40218
H: 17.97735 26.17887 -34.75911
H: 21.83887 34.23801 -28.19958
H: 13.38748 22.32921 -34.43386
H: 23.65051 24.76353 -29.12941
H: 13.34412 23.52647 -22.31931
H: 24.41831 27.10313 -31.28209
H: 11.75340 22.21990 -33.62107
H: 21.24619 24.00923 -36.03551
H: 10.06300 20.09904 -27.02149
H: 21.30073 25.45144 -31.96040
H: 18.90222 33.22425 -27.59323
H: 15.25350 28.18314 -23.23509
H: 14.23170 25.18172 -27.27159
H: 13.84641 22.28843 -27.67540
H: 14.61302 22.49266 -21.41907
H: 22.35471 27.12398 -21.85313
H: 15.27586 32.40964 -30.46816
H: 18.10984 26.18022 -29.35227
H: 25.65671 27.35752 -24.36331
H: 16.84454 22.82516 -25.69151
H: 14.67499 24.33740 -30.58061
H: 19.44261 28.80103 -29.71399
H: 22.82411 35.04308 -30.41167
H: 11.52385 25.85438 -23.31531
H: 14.23450 25.12448 -32.12961
H: 22.56479 22.51842 -30.49831
H: 24.80759 28.84907 -23.96960
H: 19.78533 31.85308 -28.47474
H: 19.49908 24.18872 -27.77863
H: 20.08425 21.33958 -31.17866
H: 15.36868 34.21253 -31.95082
H: 17.19730 27.34804 -30.20054

Its molecular weight is 1086.451 g/mol. As for the total charge: 0. The HOMO energy comes out at -9.0 eV.



Look up the HOMO of the second one. -9.0 eV



Which formula does entry 2 have? C47H115N5O21



Which formula does entry 1 have? C46H95AsBrN2O31S3



Which value of HOMO does entry 1 give? -4.6 eV